# 1
C16H31BeNP2S | ωB97M-V with the def2-TZVPD basis set

Values from the calculation:
HOMO-LUMO gap = 5.046 eV
HOMO = -0.1853 Ha
E_LUMO = 0.01 eV
energy relative to the best compared isomer or geometry (same formula, charge and spin) = 169.1 kcal/mol

Geometry as XYZ:
```
52
Properties=species:S:1:pos:R:3:nbo_charge:R:1
S 2.22 0.87 3.59 0.07
P 2.02 2.58 0.98 0.79
P -0.75 -1.77 2.93 1.73
N 0.04 -0.35 2.37 -0.79
C -1.38 -2.22 -2.44 -0.41
C -1.52 -2.87 1.66 -0.65
C 1.46 4.27 0.54 -0.94
C -2.11 -1.18 3.92 -1.03
C 0.28 0.12 -2.67 -0.68
C -0.67 1.00 -2.17 -0.65
C 3.35 2.44 -0.29 -0.93
C -2.75 -0.07 -3.12 -0.42
C -0.89 -2.19 0.55 -0.93
C 0.99 0.28 2.83 0.26
C -2.06 1.25 -2.68 -0.40
C -0.19 -2.29 -3.34 -0.42
C 0.48 -2.83 3.67 -0.99
C -2.33 -1.23 -2.24 -0.69
C 0.20 -0.88 -3.82 -0.42
C 3.25 3.32 2.19 -0.92
Be -0.89 -0.60 -1.59 1.60
H -1.64 -3.16 -1.97 0.23
H -2.61 -2.71 1.81 0.18
H 1.18 -0.92 -4.33 0.21
H -3.84 0.06 -2.99 0.21
H 1.17 4.35 -0.51 0.23
H 0.58 4.51 1.16 0.23
H 2.80 3.43 3.18 0.22
H 4.13 2.69 2.27 0.22
H 2.92 2.30 -1.29 0.23
H -2.98 -1.86 3.83 0.25
H 3.57 4.31 1.84 0.21
H 0.68 -2.69 -2.80 0.21
H -0.51 -0.59 -4.62 0.20
H -0.06 -2.64 -0.02 0.22
H 3.99 3.33 -0.28 0.21
H -2.54 -0.28 -4.18 0.20
H 0.24 -3.88 3.44 0.26
H -1.47 -1.34 0.11 0.14
H -1.18 -3.89 1.92 0.22
H 1.31 0.31 -2.35 0.23
H 3.97 1.56 -0.06 0.23
H -0.29 1.72 -1.44 0.23
H -2.61 1.71 -1.84 0.20
H -3.05 -1.39 -1.42 0.23
H -2.43 -0.18 3.58 0.27
H -0.35 -2.98 -4.18 0.18
H 2.23 5.02 0.76 0.21
H -2.11 2.02 -3.46 0.17
H 0.52 -2.74 4.76 0.26
H 1.46 -2.60 3.23 0.27
H -1.85 -1.13 4.99 0.26
```

***

# 2
C16H31CrN8OSeSi2 | ωB97M-V with the def2-TZVPD basis set

Values from the calculation:
HOMO-LUMO gap (alpha / beta) = 7.167 / 7.713 eV
multiplicity = 4
HOMO (alpha / beta) = -0.2942 / -0.3004 Ha
expectation value of S² = 3.80
E_LUMO (alpha / beta) = -0.84 / -0.46 eV
energy relative to the best compared isomer or geometry (same formula, charge and spin) = 14.5 kcal/mol

Geometry as XYZ:
```
60
Properties=species:S:1:pos:R:3:nbo_charge:R:1
Se 2.62 -1.76 -1.93 -0.69
Cr 0.53 -0.43 -1.53 1.17
Si -4.47 -0.31 -1.48 1.58
Si 4.26 -0.27 -1.78 1.46
O 0.99 1.22 -2.40 -0.50
N 0.28 5.72 -2.94 -0.29
N 0.71 -0.34 0.44 -0.38
N 0.26 0.44 2.35 -0.15
N -0.03 2.82 0.59 -0.37
N 1.86 -0.19 1.15 -0.01
N 1.56 0.27 2.29 -0.03
N 0.78 2.40 -2.74 0.13
N -0.32 -2.42 -1.30 -1.01
C 0.85 -0.47 5.52 -0.61
C 4.74 0.04 0.04 -1.11
C -4.82 -2.16 -1.45 -1.10
C 0.10 3.16 -0.52 0.30
C -0.42 0.67 3.62 -0.21
C -5.11 0.41 -3.10 -1.10
C -0.28 0.07 1.23 0.24
C -0.32 -0.58 4.55 -0.23
C -0.26 -1.89 3.76 -0.63
C 0.29 4.67 -2.46 0.26
C 3.94 1.44 -2.48 -1.13
C 5.72 -0.93 -2.74 -1.13
C 0.37 3.37 -1.90 -0.18
C -1.39 -0.01 -1.54 -0.43
C -5.13 0.61 0.05 -1.10
C -2.61 -0.06 -1.52 -0.55
H -0.59 -2.65 -2.26 0.40
H -1.10 -2.05 3.09 0.21
H 0.67 -2.01 3.19 0.22
H 5.80 0.38 0.04 0.23
H 3.34 1.40 -3.42 0.25
H -4.37 -2.53 -2.36 0.24
H 5.87 -1.99 -2.44 0.24
H 4.12 0.80 0.49 0.24
H -1.25 -0.55 5.13 0.21
H 3.42 2.08 -1.77 0.23
H -4.92 1.50 -3.14 0.25
H -0.02 1.53 4.12 0.24
H 0.37 -3.10 -0.96 0.42
H -4.75 0.16 0.98 0.23
H 6.66 -0.41 -2.55 0.24
H -6.23 0.50 0.08 0.24
H 0.88 -1.29 6.26 0.22
H -0.25 -2.76 4.46 0.23
H -4.95 1.70 0.04 0.25
H 4.65 -0.90 0.60 0.24
H 0.81 0.46 6.12 0.21
H -1.19 -2.46 -0.79 0.40
H -4.55 -0.05 -3.92 0.24
H 1.76 -0.45 4.95 0.22
H -1.32 0.07 0.93 0.28
H 4.90 1.90 -2.78 0.24
H -1.46 0.90 3.35 0.22
H 5.49 -0.88 -3.81 0.24
H -5.91 -2.35 -1.53 0.24
H -4.39 -2.66 -0.59 0.23
H -6.20 0.26 -3.30 0.24
```

***

Values of total energy, in order: -48391.103, -140584.565, all in eV.